Here is a cluster of 2 separate species, C3H7FN2O in total at a distorted geometry from OMol25. Energies are from ωB97M-V/def2-TZVPD.

Output
- Kohn-Sham gap: 10.14 eV
- Largest force on an atom: 0.102 Eh/bohr
- Relative energy (zero: lowest compared OMol25 entry of this formula, charge and spin): 2.128 eV
- HOMO: -9.92 eV
- E: -10967.039 eV

XYZ file:
```
14
Properties=species:S:1:pos:R:3:forces:R:3
C 0.8289 -0.3964 0.3560 0.12 0.01 -0.33
C 1.8375 0.4259 -0.3935 0.23 -0.16 0.01
C -0.4354 0.3402 0.7459 -0.95 0.49 5.11
N -1.7832 -0.8402 -0.8774 0.25 0.08 -0.32
N -1.6298 -0.2967 0.4218 -0.07 0.01 -0.24
O 0.9638 -1.5657 0.6081 -0.09 0.10 0.04
F -0.3802 1.6826 0.3922 0.12 -0.10 -0.40
H 2.6208 -0.2173 -0.7872 -0.03 -0.04 0.08
H 2.2743 1.1632 0.2790 0.00 0.11 0.01
H 1.3572 0.9717 -1.2037 -0.03 0.06 0.00
H -0.4921 0.4492 2.3043 0.46 -0.41 -4.30
H -1.4134 -0.2255 -1.6053 -0.09 -0.13 0.22
H -1.2976 -1.7315 -0.9161 -0.11 0.15 0.06
H -2.4508 0.2406 0.6759 0.19 -0.18 0.06
```
Positions in Å, forces in eV/Å.